{"formula": "C25H47N3Si4V", "method": "ωB97M-V/def2-TZVPD", "mol_weight_g_mol": 553.0, "spin_multiplicity": 3, "charge": 1, "e_homo_ev": [-10.67, -10.66], "orbital_gap_ev": [6.6, 7.2], "e_above_lowest_kj_mol": 118.5, "max_force_ev_per_a": 1.75, "e_lumo_ha": [-0.149, -0.128], "elements": ["V", "C", "N", "C", "C", "C", "C", "C", "C", "C", "N", "C", "C", "C", "C", "C", "C", "N", "C", "C", "H", "H", "H", "H", "H", "H", "H", "H", "H", "H", "H", "H", "H", "H", "H", "H", "H", "H", "H", "H", "C", "Si", "C", "C", "Si", "Si", "C", "C", "C", "Si", "C", "C", "C", "H", "H", "H", "H", "H", "H", "H", "H", "H", "H", "H", "H", "H", "H", "H", "H", "H", "H", "H", "H", "H", "H", "H", "H", "H", "H", "H"], "coordinates": [[0.730500, -0.961699, 0.003426], [-1.580138, -1.153019, -2.223456], [-0.623130, -2.027603, -1.509161], [-1.339385, -3.120414, -0.819520], [0.266968, -2.590932, -2.527137], [-0.160137, -3.301910, -3.634970], [0.766357, -3.755296, -4.560540], [2.112717, -3.464851, -4.391242], [2.545703, -2.768523, -3.277773], [1.623994, -2.366555, -2.310011], [1.908886, -1.787654, -1.075959], [3.101383, -2.086872, -0.412793], [3.893477, -3.220245, -0.627378], [5.096053, -3.360025, 0.040554], [5.535292, -2.378073, 0.917134], [4.713574, -1.301775, 1.210167], [3.482779, -1.184839, 0.588496], [2.507537, -0.140074, 0.890474], [2.884622, 1.090734, 0.158650], [2.468415, 0.121268, 2.340497], [-2.166935, -1.725679, -2.945671], [-1.024241, -0.382168, -2.752700], [-2.258035, -0.689231, -1.516489], [-1.872846, -3.757206, -1.530056], [-2.061646, -2.694128, -0.123186], [-0.626878, -3.741539, -0.272734], [-1.208789, -3.515101, -3.797640], [0.437131, -4.322202, -5.419978], [2.831876, -3.792193, -5.129208], [3.594278, -2.537508, -3.155559], [3.551792, -3.997256, -1.295099], [5.704081, -4.237749, -0.129652], [6.500188, -2.458969, 1.396843], [5.050360, -0.567910, 1.929389], [3.854652, 1.461629, 0.501384], [2.129967, 1.860027, 0.310550], [2.951064, 0.866584, -0.906126], [3.405903, 0.554413, 2.697732], [2.293918, -0.808889, 2.881507], [1.674315, 0.827726, 2.554751], [-2.809873, -1.373446, 2.257242], [-3.169576, 0.027792, 1.015071], [-4.317512, -0.632120, -0.361153], [-4.263424, 1.297515, 1.893858], [-0.961965, 0.941403, 0.411141], [-1.144815, 2.681494, -1.221645], [0.559648, 3.442816, -1.555146], [-1.922871, 2.222934, -2.889768], [-2.237944, 4.036600, -0.480266], [-0.582409, 2.189838, 2.600295], [-1.903441, 3.410335, 3.194458], [0.957278, 3.321078, 2.562726], [-0.458704, 0.811613, 3.917826], [-3.604957, -2.121136, 2.266709], [-2.745842, -0.959771, 3.264273], [-1.867352, -1.889791, 2.058913], [-5.337096, -0.686856, 0.023378], [-4.059504, -1.627260, -0.725727], [-4.340465, 0.046188, -1.217048], [-5.286342, 0.925762, 1.972916], [-4.297900, 2.242776, 1.351046], [-3.915725, 1.503946, 2.904102], [1.256539, 2.716424, -1.977745], [1.001241, 3.846923, -0.641957], [0.475248, 4.268514, -2.263921], [-1.218713, 1.710892, -3.547489], [-2.249169, 3.126244, -3.407639], [-2.798968, 1.582875, -2.772635], [-1.794291, 4.452860, 0.423955], [-3.227633, 3.655881, -0.223538], [-2.375110, 4.859672, -1.184222], [-2.199247, 4.095503, 2.400840], [-1.494998, 4.011919, 4.009519], [-2.808841, 2.936346, 3.565931], [0.634027, 4.328264, 2.293429], [1.734680, 3.043400, 1.852361], [1.428713, 3.386896, 3.546123], [-1.370459, 0.804162, 4.517319], [0.375637, 0.960352, 4.606279], [-0.353492, -0.183128, 3.482675]], "atomic_forces_ev_per_a": [[-1.397, 0.394, 0.980], [-0.086, 0.148, 0.042], [0.119, -0.228, -0.184], [-0.137, -0.012, 0.141], [0.431, -0.021, 0.149], [-0.150, 0.028, -0.063], [0.037, 0.011, -0.006], [-0.043, 0.011, -0.048], [0.033, 0.185, 0.179], [-0.450, -0.537, -0.709], [0.931, -0.356, -1.077], [0.770, -0.053, 0.554], [-0.161, 0.026, 0.057], [0.048, 0.023, -0.025], [-0.050, 0.025, 0.042], [0.045, -0.001, 0.141], [-0.007, -0.280, -0.285], [0.440, 0.053, 0.089], [-0.043, 0.246, -0.198], [-0.018, 0.116, 0.251], [0.001, -0.011, 0.026], [-0.016, -0.020, 0.019], [0.118, 0.035, -0.020], [-0.006, 0.038, 0.014], [0.045, -0.008, 0.014], [-0.005, 0.014, -0.026], [-0.019, 0.040, 0.049], [-0.020, 0.010, -0.001], [0.015, 0.023, -0.013], [0.029, -0.036, 0.025], [0.045, 0.038, -0.087], [-0.009, -0.013, -0.039], [-0.001, -0.036, 0.016], [-0.075, 0.014, 0.028], [-0.016, -0.064, 0.050], [-0.013, -0.094, -0.032], [-0.004, 0.001, 0.022], [-0.010, 0.001, -0.072], [-0.058, 0.023, -0.044], [0.001, -0.056, -0.041], [-0.096, 0.148, -0.162], [-0.001, 0.007, 0.118], [0.322, 0.064, 0.026], [0.255, -0.032, -0.075], [-0.719, 0.889, 0.605], [-0.154, 0.363, 0.055], [-0.169, -0.193, 0.085], [0.148, -0.188, 0.232], [0.134, -0.162, -0.059], [-0.009, -0.178, -0.381], [-0.116, -0.229, -0.238], [-0.030, -0.263, -0.185], [0.057, 0.151, -0.105], [-0.052, -0.017, -0.028], [0.044, 0.009, 0.020], [-0.005, -0.032, 0.009], [0.026, 0.016, 0.143], [0.007, 0.007, -0.024], [-0.019, -0.004, -0.037], [0.001, -0.111, -0.058], [-0.010, 0.043, 0.022], [-0.009, -0.043, -0.031], [0.015, -0.019, -0.026], [-0.002, -0.013, 0.052], [-0.060, 0.010, -0.040], [0.021, -0.017, -0.019], [0.041, 0.082, 0.056], [-0.039, -0.007, 0.008], [0.025, 0.004, -0.014], [-0.023, -0.015, 0.022], [0.035, -0.015, -0.084], [-0.011, 0.033, 0.042], [0.164, -0.051, 0.005], [0.065, 0.012, 0.016], [-0.057, 0.010, -0.008], [0.004, 0.003, 0.053], [-0.086, -0.030, 0.072], [-0.037, 0.018, 0.003], [0.013, 0.075, 0.026], [0.010, 0.000, -0.013]]}